This record from OMol25 describes a cluster of 3 separate species, C4H11NO2 in total. The level of theory is ωB97M-V/def2-TZVPD.

Kohn-Sham gap ... 8.3 eV
LUMO level ... 0.415 eV
Highest occupied orbital energy ... -7.8 eV
SMILES string ... C=CC(=C)N.O.O

Each line ends with the Mulliken charge.
Geometry (Å):
1 C 1.894 1.489 0.216  -0.719
2 C 1.125 0.642 0.889  -0.087
3 C 0.055 -0.098 0.138  0.617
4 C -0.007 -0.228 -1.226  -1.109
5 N -0.924 -0.699 0.904  -0.454
6 H 2.714 2.044 0.648  0.273
7 H 1.696 1.640 -0.843  0.225
8 H 1.349 0.204 1.861  0.288
9 H -0.306 0.491 -1.995  0.137
10 H -0.339 -1.146 -1.736  0.292
11 H -1.659 -1.064 0.316  0.282
12 H -0.654 -1.388 1.608  0.249
13 O 0.896 -2.956 2.814  -0.659
14 H 0.362 -3.741 2.678  0.321
15 H 1.324 -2.911 1.949  0.327
16 O -2.437 2.430 -3.463  -0.643
17 H -2.166 2.469 -2.547  0.328
18 H -1.887 1.671 -3.732  0.331